Below is a cluster of 2 separate species, C5H11NO in total, with properties calculated with ωB97M-V with the def2-TZVPD basis set.

Summary:
- Orbital gap (spin up / spin down): 2.2325 / 4.9239 eV
- 2S+1: 2
- DFT total energy: -8898.69707 eV
- HOMO level (spin up / spin down): 0.510 / -2.184 eV
- Net charge: -1

```
18
Properties=species:S:1:pos:R:3:lowdin_charge:R:1
C -1.2897 -1.5663 -0.7095 -0.21
N -0.4944 1.2915 -0.3812 0.02
C 0.2559 0.3850 -1.1833 -0.45
C -0.0538 -0.9777 -1.2671 -0.21
C 1.8130 2.2519 -1.8433 -0.15
C 1.3702 0.9287 -1.8607 -0.27
H -1.8230 -0.8701 -0.0636 0.04
H -2.0606 -1.8821 -1.4443 0.04
H -1.1078 -2.4750 -0.0920 0.05
H -1.2568 1.7964 -0.8366 0.07
H 0.1464 1.9701 0.0215 0.04
H 0.7033 -1.6220 -1.7008 0.06
H 1.4107 3.0811 -1.2744 -0.04
H 2.7318 2.5188 -2.3392 -0.04
H 1.9788 0.2588 -2.4549 0.06
H -0.5111 -1.2468 6.4038 0.03
H -1.0935 -2.3699 5.5399 0.04
O -0.7194 -1.4726 5.4858 -0.07
```